(1)
Molecular formula: HNOP2
Method: DFT, ωB97M-V/def2-TZVPD

As for the maximum force: 0.034 hartree/bohr. The SMILES is N1P2#P1O2. The orbital gap comes out at 8.72 eV. The calculation puts the LUMO energy at -0.133 eV.

CARTESIAN COORDINATES (ANGSTROEM)
1 N 0.86 -0.01 0.35
2 P -0.58 0.83 -0.40
3 P -0.33 -1.18 -0.26
4 O -1.51 0.06 0.68
5 H 1.56 0.31 -0.38

---

(2)
Molecular formula: C2H2N2O
Method: DFT, ωB97M-V/def2-TZVPD

As for the maximum force: 0.024 hartree/bohr. The SMILES is N=C=O.C#N. The orbital gap comes out at 12.14 eV. The calculation puts the LUMO energy at 0.475 eV.

CARTESIAN COORDINATES (ANGSTROEM)
1 N -0.81 0.39 -0.98
2 C -0.63 -0.81 -1.15
3 O -0.36 -1.94 -1.23
4 H -1.52 0.90 -1.49
5 C 1.11 0.51 1.60
6 N 1.66 -0.13 2.38
7 H 0.58 1.08 0.86

---

(3)
Molecular formula: C14H12F5IN2O3TeV
Method: DFT, ωB97M-V/def2-TZVPD

Its spin multiplicity is 4. As for the maximum force: 0.036 hartree/bohr. The orbital gap (alpha / beta) comes out at 7.13 / 6.96 eV. The calculation puts the LUMO energy (alpha / beta) at -1.439 / -2.087 eV.

CARTESIAN COORDINATES (ANGSTROEM)
1 V 0.96 0.24 -1.71
2 C -3.50 -0.50 -2.55
3 C -3.07 -0.51 -1.12
4 N -3.98 -0.56 -0.18
5 C -3.60 -0.55 1.12
6 C -2.30 -0.50 1.54
7 C -2.01 -0.54 3.02
8 O -1.10 0.47 3.46
9 C -1.29 -0.45 0.54
10 C 0.09 -0.44 0.95
11 N 1.14 -0.43 0.20
12 C 2.45 -0.57 0.80
13 C 2.63 -0.77 2.17
14 C 3.89 -0.89 2.73
15 C 5.02 -0.82 1.93
16 C 4.87 -0.65 0.56
17 C 3.60 -0.54 0.01
18 I 3.56 -0.38 -2.07
19 C -1.68 -0.47 -0.80
20 O -0.81 -0.45 -1.78
21 H -4.58 -0.64 -2.59
22 H -2.99 -1.27 -3.13
23 H -3.26 0.46 -3.02
24 H -4.40 -0.59 1.85
25 H -1.55 -1.49 3.30
26 H -2.95 -0.47 3.56
27 H -1.51 1.33 3.33
28 H 0.22 -0.45 2.03
29 H 1.77 -0.84 2.83
30 H 3.98 -1.03 3.79
31 H 6.00 -0.90 2.36
32 H 5.74 -0.61 -0.07
33 F -1.58 2.32 -1.67
34 Te -0.41 2.19 -3.28
35 F 0.56 0.35 -3.76
36 F -1.28 2.19 -5.00
37 F 1.09 2.78 -4.24
38 F -0.74 4.02 -3.22
39 O 1.02 1.98 -1.88

---

(4)
Molecular formula: C4H8P2
Method: DFT, ωB97M-V/def2-TZVPD

As for the maximum force: 0.081 hartree/bohr. The SMILES is C/P=C/C=P/C. The orbital gap comes out at 7.80 eV. The calculation puts the LUMO energy at -0.289 eV.

CARTESIAN COORDINATES (ANGSTROEM)
1 C -0.89 3.30 -0.34
2 P -1.31 1.79 0.58
3 C -0.03 0.85 -0.01
4 C 0.12 -0.70 0.47
5 P 1.01 -1.72 -0.62
6 C 0.86 -3.38 0.20
7 H -0.90 4.16 0.31
8 H 0.14 3.12 -0.78
9 H -1.65 3.48 -1.08
10 H 0.67 1.04 -0.85
11 H -0.48 -1.10 1.28
12 H 1.85 -3.75 0.20
13 H 0.40 -3.28 1.16
14 H 0.21 -3.80 -0.54

---

(5)
Molecular formula: C11H18
Method: DFT, ωB97M-V/def2-TZVPD

As for the maximum force: 0.153 hartree/bohr. The SMILES is CC(C)(C)C.c1ccccc1. The orbital gap comes out at 8.37 eV. The calculation puts the LUMO energy at 0.593 eV.

CARTESIAN COORDINATES (ANGSTROEM)
1 C -2.23 -0.88 1.25
2 C -1.93 0.05 0.22
3 C -0.56 -0.29 -0.42
4 C -2.07 1.48 0.66
5 C -2.75 -0.32 -1.16
6 H -2.19 -1.94 1.11
7 H -1.76 -0.73 2.20
8 H -3.11 -0.57 1.70
9 H -0.68 0.29 -1.43
10 H 0.40 0.19 0.30
11 H -0.18 -1.18 -0.73
12 H -2.26 2.19 -0.30
13 H -1.26 1.83 1.40
14 H -3.03 1.41 1.42
15 H -3.78 0.26 -1.29
16 H -1.98 -0.01 -2.12
17 H -2.73 -1.51 -1.04
18 C 2.03 -1.21 -0.40
19 C 3.24 -1.17 0.37
20 C 3.83 0.05 0.64
21 C 3.24 1.22 0.15
22 C 2.13 1.09 -0.57
23 C 1.48 -0.04 -0.91
24 H 1.66 -2.15 -0.62
25 H 3.56 -2.11 0.86
26 H 4.72 0.21 1.17
27 H 3.72 2.07 0.40
28 H 1.79 1.95 -1.09
29 H 0.70 -0.16 -1.76

---

(6)
Molecular formula: C3H11N3
Method: DFT, ωB97M-V/def2-TZVPD

Its net charge is +2. As for the maximum force: 0.094 hartree/bohr. The orbital gap (alpha / beta) comes out at 8.96 / 8.38 eV. The calculation puts the LUMO energy (alpha / beta) at -11.265 / -11.756 eV.

CARTESIAN COORDINATES (ANGSTROEM)
1 C 2.51 0.42 -0.27
2 C -0.16 -1.95 0.01
3 C -1.28 1.50 0.16
4 N 1.52 0.46 0.45
5 N -0.25 -0.72 0.51
6 N -1.28 0.09 -0.16
7 H 2.65 -0.21 -1.13
8 H 3.50 0.95 -0.10
9 H -0.17 -2.76 0.76
10 H -0.88 -2.03 -0.83
11 H 0.83 -2.08 -0.44
12 H -0.48 2.01 -0.55
13 H -2.35 1.88 -0.04
14 H -1.01 1.43 1.19
15 H 1.35 0.86 1.31
16 H -1.37 -0.11 -1.31
17 H -2.17 -0.29 0.24

---

(7)
Molecular formula: C14H24O
Method: DFT, ωB97M-V/def2-TZVPD

As for the maximum force: 0.097 hartree/bohr. The SMILES is CC(=O)CCC1=C[C@H](C)CC[C@H]1C(C)C. The orbital gap comes out at 9.35 eV. The calculation puts the LUMO energy at 0.891 eV.

CARTESIAN COORDINATES (ANGSTROEM)
1 C -2.72 2.04 2.48
2 C -1.25 2.05 2.56
3 O -0.70 1.46 3.54
4 C -0.28 2.52 1.41
5 C 0.65 1.43 0.88
6 C 0.22 0.27 0.00
7 C -0.79 0.49 -0.99
8 C -1.41 -0.67 -1.71
9 C -2.90 -0.45 -2.08
10 C -1.33 -1.91 -0.87
11 C 0.10 -2.17 -0.52
12 C 0.97 -1.10 0.11
13 C 2.41 -1.19 -0.34
14 C 2.61 -0.46 -1.73
15 C 3.42 -0.71 0.73
16 H -3.26 3.01 2.75
17 H -3.14 1.27 3.20
18 H -3.09 1.78 1.48
19 H 0.32 3.27 1.85
20 H -0.93 2.90 0.59
21 H 1.48 1.80 0.28
22 H 1.13 0.97 1.83
23 H -0.91 1.56 -1.24
24 H -0.83 -0.89 -2.58
25 H -3.18 -1.12 -2.87
26 H -3.59 -0.66 -1.22
27 H -2.98 0.58 -2.55
28 H -1.79 -2.85 -1.23
29 H -1.77 -1.74 0.10
30 H 0.03 -3.00 0.09
31 H 0.63 -2.43 -1.51
32 H 0.95 -1.38 1.15
33 H 2.82 -2.22 -0.53
34 H 2.71 0.60 -1.53
35 H 3.61 -0.80 -2.19
36 H 1.73 -0.50 -2.40
37 H 4.41 -0.85 0.40
38 H 3.31 -1.27 1.63
39 H 3.37 0.37 1.02

---

(8)
Molecular formula: C23H28Cl2N4V
Method: DFT, ωB97M-V/def2-TZVPD

Its net charge is +1. Its spin multiplicity is 3. As for the maximum force: 0.060 hartree/bohr. The orbital gap (alpha / beta) comes out at 6.72 / 7.36 eV. The calculation puts the LUMO energy (alpha / beta) at -3.194 / -2.997 eV.

CARTESIAN COORDINATES (ANGSTROEM)
1 V 0.89 -0.08 -0.04
2 C -2.01 -2.36 -1.09
3 C -1.09 -2.53 -2.34
4 C 0.30 -1.85 -2.31
5 N 0.32 -0.50 -1.87
6 C -0.32 0.44 -2.58
7 C -0.65 0.34 -3.93
8 C -1.45 1.18 -4.66
9 C -2.22 2.25 -4.28
10 C -2.16 2.97 -3.08
11 C -1.43 2.68 -1.90
12 C -0.49 1.65 -1.77
13 N 0.45 1.71 -0.77
14 C 1.10 2.94 -0.38
15 C 1.37 3.10 1.14
16 C 2.14 1.87 1.72
17 N 1.39 0.62 1.69
18 C 0.40 0.44 2.62
19 C 0.18 1.27 3.75
20 C -0.39 0.95 4.99
21 C -1.10 -0.19 5.37
22 C -1.35 -1.32 4.62
23 C -1.10 -1.60 3.25
24 C -0.31 -0.85 2.33
25 N -0.08 -1.32 1.09
26 C -0.22 -2.74 0.75
27 C -1.61 -3.07 0.17
28 H -3.05 -2.70 -1.37
29 H -2.06 -1.28 -0.92
30 H -1.67 -2.09 -3.16
31 H -0.98 -3.59 -2.63
32 H 0.73 -1.93 -3.30
33 H 0.97 -2.42 -1.65
34 H -0.29 -0.56 -4.46
35 H -1.48 0.89 -5.71
36 H -2.96 2.65 -4.96
37 H -2.93 3.77 -3.08
38 H -1.59 3.27 -1.00
39 H 0.50 3.75 -0.74
40 H 2.06 2.95 -0.89
41 H 0.34 3.14 1.61
42 H 1.89 4.03 1.38
43 H 2.54 2.06 2.75
44 H 3.06 1.73 1.14
45 H 0.57 2.25 3.61
46 H -0.22 1.68 5.77
47 H -1.52 -0.13 6.36
48 H -1.72 -2.18 5.19
49 H -1.52 -2.50 2.83
50 H 0.00 -3.37 1.63
51 H 0.56 -3.02 -0.01
52 H -2.30 -2.82 0.98
53 H -1.61 -4.16 0.07
54 Cl 3.76 -2.30 0.54
55 C 4.59 -1.13 -0.41
56 Cl 3.40 0.30 -0.81
57 H 4.94 -1.57 -1.38
58 H 5.42 -0.68 0.11

---

(9)
Molecular formula: C41H49BrN7O17P2
Method: DFT, ωB97M-V/def2-TZVPD

Its net charge is -1. As for the maximum force: 0.043 hartree/bohr. The orbital gap comes out at 4.96 eV. The calculation puts the LUMO energy at 0.341 eV.

CARTESIAN COORDINATES (ANGSTROEM)
1 C -3.83 -0.63 -7.02
2 C -2.75 -1.36 -7.79
3 O -3.07 -2.75 -7.86
4 P -1.84 -3.76 -7.79
5 O -2.32 -5.09 -8.11
6 C -1.16 -3.66 -6.14
7 C -2.25 -4.02 -5.16
8 C -1.70 -3.96 -3.75
9 C -0.98 -2.65 -3.41
10 C -1.58 -1.36 -3.97
11 C -0.57 -0.34 -4.50
12 N 0.56 -0.94 -5.20
13 C -0.56 -5.07 -3.68
14 O -0.61 -5.98 -4.55
15 O 0.23 -4.93 -2.77
16 N -2.67 -4.35 -2.67
17 O -2.57 -5.72 -2.30
18 P -4.29 -3.95 -2.69
19 O -4.31 -2.54 -3.47
20 Br -5.32 -5.34 -4.25
21 O -0.81 -3.17 -8.84
22 C 0.55 -3.03 -8.40
23 C 1.26 -4.36 -8.27
24 H -4.66 -1.30 -6.91
25 H -4.12 0.28 -7.51
26 H -3.48 -0.34 -6.05
27 H -1.79 -1.19 -7.33
28 H -2.69 -0.95 -8.78
29 H -0.33 -4.33 -6.06
30 H -0.87 -2.63 -5.99
31 H -3.09 -3.38 -5.35
32 H -2.56 -5.01 -5.41
33 H -1.01 -2.58 -2.34
34 H 0.05 -2.78 -3.65
35 H -2.33 -1.51 -4.72
36 H -2.08 -0.87 -3.15
37 H -1.11 0.24 -5.23
38 H -0.28 0.34 -3.72
39 H 1.40 -0.84 -4.64
40 H 0.75 -0.44 -6.06
41 H -3.08 -6.23 -2.94
42 H -4.62 -2.68 -4.37
43 H 0.65 -2.42 -7.52
44 H 1.04 -2.49 -9.19
45 H 1.81 -4.54 -9.17
46 H 1.99 -4.34 -7.47
47 H 0.56 -5.16 -8.17
48 C 4.36 0.57 0.87
49 C 4.18 1.87 0.41
50 C 3.72 2.10 -0.87
51 C 3.45 1.02 -1.69
52 C 3.62 -0.28 -1.26
53 C 4.08 -0.50 0.03
54 N 2.96 1.27 -3.05
55 O 2.86 2.43 -3.42
56 O 2.73 0.32 -3.77
57 H 4.71 0.40 1.87
58 H 4.39 2.71 1.06
59 H 3.59 3.11 -1.23
60 H 3.40 -1.11 -1.91
61 H 4.22 -1.51 0.38
62 C -0.70 -0.41 5.27
63 C -0.39 0.86 4.83
64 C 0.10 1.06 3.55
65 C 0.27 -0.03 2.72
66 C -0.04 -1.31 3.14
67 C -0.52 -1.50 4.42
68 N 0.79 0.20 1.36
69 O 1.06 1.34 1.06
70 O 0.93 -0.76 0.64
71 H -1.07 -0.56 6.27
72 H -0.52 1.71 5.49
73 H 0.35 2.05 3.21
74 H 0.11 -2.15 2.47
75 H -0.76 -2.50 4.76
76 C 7.79 5.79 5.27
77 C 6.99 5.01 6.10
78 C 6.42 3.85 5.61
79 C 6.66 3.48 4.30
80 C 7.45 4.25 3.46
81 C 8.02 5.41 3.96
82 N 6.07 2.24 3.79
83 O 5.37 1.60 4.53
84 O 6.32 1.93 2.64
85 H 8.24 6.69 5.66
86 H 6.81 5.31 7.12
87 H 5.79 3.24 6.24
88 H 7.62 3.94 2.44
89 H 8.64 6.02 3.32
90 C -6.83 -1.67 3.29
91 C -5.45 -1.74 3.20
92 C -4.66 -1.22 4.21
93 C -5.28 -0.64 5.30
94 C -6.65 -0.56 5.41
95 C -7.43 -1.08 4.39
96 N -4.44 -0.12 6.38
97 O -3.23 -0.20 6.23
98 O -4.98 0.35 7.36
99 H -7.44 -2.09 2.50
100 H -4.98 -2.20 2.34
101 H -3.58 -1.27 4.14
102 H -7.11 -0.11 6.28
103 H -8.51 -1.03 4.46
104 C -1.55 4.68 7.35
105 C -0.71 5.06 8.39
106 C 0.47 5.73 8.13
107 C 0.79 6.02 6.82
108 C -0.03 5.66 5.77
109 C -1.21 4.98 6.04
110 N 2.04 6.75 6.53
111 O 2.74 7.04 7.47
112 O 2.28 7.03 5.38
113 H -2.47 4.16 7.56
114 H -0.97 4.82 9.41
115 H 1.13 6.02 8.93
116 H 0.24 5.89 4.75
117 H -1.86 4.69 5.23

---

(10)
Molecular formula: C19H19AsBrN2O2Pt
Method: DFT, ωB97M-V/def2-TZVPD

Its net charge is +1. As for the maximum force: 0.022 hartree/bohr. The orbital gap comes out at 6.93 eV. The calculation puts the LUMO energy at -3.648 eV.

CARTESIAN COORDINATES (ANGSTROEM)
1 Pt -0.12 0.29 -0.52
2 Br -3.10 -2.12 5.78
3 C -2.39 -1.17 4.31
4 C -2.09 0.19 4.44
5 C -1.57 0.90 3.39
6 C -1.31 0.28 2.14
7 O -0.79 1.03 1.21
8 C -1.65 -1.09 2.01
9 C -1.51 -1.86 0.81
10 N -1.12 -1.42 -0.35
11 C -0.91 -2.30 -1.45
12 C -1.48 -3.53 -1.63
13 C -1.16 -4.30 -2.77
14 C -0.31 -3.82 -3.73
15 C 0.25 -2.53 -3.59
16 C 1.06 -1.91 -4.58
17 C 1.49 -0.63 -4.40
18 C 1.14 0.05 -3.21
19 N 0.43 -0.51 -2.26
20 C -0.04 -1.79 -2.44
21 C -2.18 -1.79 3.12
22 H -2.28 0.69 5.39
23 H -1.35 1.95 3.48
24 H -1.73 -2.92 0.89
25 H -2.19 -3.92 -0.92
26 H -1.62 -5.27 -2.89
27 H -0.09 -4.40 -4.61
28 H 1.31 -2.46 -5.48
29 H 2.09 -0.12 -5.14
30 H 1.47 1.07 -3.03
31 H -2.42 -2.84 3.01
32 C 0.09 3.94 0.52
33 As 1.66 2.85 0.64
34 C 3.14 3.90 0.02
35 C 1.97 2.41 2.47
36 O 1.58 1.45 -0.29
37 H 0.20 4.80 1.17
38 H -0.76 3.33 0.82
39 H -0.04 4.27 -0.51
40 H 3.23 4.79 0.65
41 H 2.96 4.20 -1.01
42 H 4.05 3.31 0.07
43 H 2.21 3.32 3.03
44 H 2.80 1.71 2.53
45 H 1.07 1.95 2.87

---

(11)
Molecular formula: F3HN2O2S
Method: DFT, ωB97M-V/def2-TZVPD

As for the maximum force: 0.090 hartree/bohr. The orbital gap comes out at 8.74 eV. The calculation puts the LUMO energy at -2.212 eV.

CARTESIAN COORDINATES (ANGSTROEM)
1 N -0.77 0.77 -1.66
2 N -0.65 -0.73 1.36
3 O 0.02 0.19 0.85
4 O -1.28 -1.00 -3.21
5 F -1.20 2.05 -1.41
6 F -0.23 -1.91 0.72
7 F -1.99 -0.68 0.76
8 S -1.56 0.35 -2.95
9 H 0.00 0.43 -0.24

---

(12)
Molecular formula: C33H34GaN2O6Te
Method: DFT, ωB97M-V/def2-TZVPD

Its spin multiplicity is 2. As for the maximum force: 0.007 hartree/bohr. The orbital gap (alpha / beta) comes out at 6.84 / 8.19 eV. The calculation puts the LUMO energy (alpha / beta) at 0.451 / -0.234 eV.

CARTESIAN COORDINATES (ANGSTROEM)
1 Ga 0.23 -0.55 0.30
2 O 1.99 -0.80 -1.63
3 C 2.01 -0.39 -3.00
4 C 2.03 1.13 -3.18
5 C 1.01 1.86 -2.30
6 C -0.38 1.34 -2.50
7 C -1.14 1.70 -3.62
8 C -2.40 1.18 -3.79
9 C -2.89 0.29 -2.84
10 C -2.08 -0.03 -1.77
11 N -0.86 0.48 -1.60
12 H 2.64 -0.31 -1.12
13 H 1.10 -0.82 -3.44
14 H 2.86 -0.84 -3.51
15 H 1.85 1.35 -4.23
16 H 3.03 1.50 -2.95
17 H 1.02 2.93 -2.54
18 H 1.27 1.76 -1.25
19 H -0.72 2.40 -4.33
20 H -3.00 1.46 -4.64
21 H -3.88 -0.13 -2.91
22 H -2.42 -0.71 -0.99
23 O 1.44 -0.71 3.70
24 C 1.80 -0.56 2.51
25 O 1.89 -1.46 1.64
26 C 1.93 0.88 1.96
27 O 2.56 1.76 2.48
28 O 1.25 0.99 0.83
29 C 3.80 -6.91 3.25
30 C 2.80 -5.79 3.33
31 C 2.71 -5.00 4.46
32 C 1.79 -3.95 4.56
33 C 1.77 -3.12 5.81
34 C 0.94 -3.74 3.47
35 Te -0.52 -2.26 3.80
36 N -0.83 -1.25 2.11
37 C -1.56 -0.14 2.16
38 O -1.56 0.57 1.13
39 C -2.35 0.28 3.36
40 C -1.71 0.90 4.42
41 C -2.45 1.29 5.53
42 C -3.81 1.06 5.58
43 C -4.45 0.43 4.52
44 C -3.72 0.05 3.40
45 C -2.17 -3.56 3.44
46 C -3.01 -3.39 2.34
47 C -4.11 -4.21 2.17
48 C -4.39 -5.20 3.09
49 C -3.56 -5.37 4.19
50 C -2.45 -4.55 4.38
51 C -1.56 -4.77 5.59
52 C 1.01 -4.51 2.31
53 C 0.14 -4.28 1.11
54 C 1.95 -5.53 2.27
55 H 4.43 -6.95 4.14
56 H 4.46 -6.78 2.38
57 H 3.31 -7.88 3.13
58 H 3.38 -5.18 5.29
59 H 2.64 -3.37 6.43
60 H 0.88 -3.31 6.41
61 H 1.82 -2.06 5.58
62 H -0.64 1.08 4.38
63 H -1.95 1.79 6.36
64 H -4.38 1.36 6.45
65 H -5.52 0.25 4.55
66 H -4.21 -0.43 2.56
67 H -2.79 -2.62 1.62
68 H -4.75 -4.07 1.30
69 H -5.25 -5.84 2.97
70 H -3.78 -6.14 4.92
71 H -1.97 -5.56 6.22
72 H -1.48 -3.87 6.20
73 H -0.56 -5.07 5.29
74 H -0.16 -3.23 1.02
75 H -0.75 -4.90 1.15
76 H 0.69 -4.53 0.20
77 H 2.03 -6.12 1.36

---

maximum force of number 3 (C14H12F5IN2O3TeV)?
0.036 hartree/bohr

---

What did the tenth record say?
Molecular formula: C19H19AsBrN2O2Pt
Method: DFT, ωB97M-V/def2-TZVPD

Its net charge is +1. As for the maximum force: 0.022 hartree/bohr. The orbital gap comes out at 6.93 eV. The calculation puts the LUMO energy at -3.648 eV.

CARTESIAN COORDINATES (ANGSTROEM)
1 Pt -0.12 0.29 -0.52
2 Br -3.10 -2.12 5.78
3 C -2.39 -1.17 4.31
4 C -2.09 0.19 4.44
5 C -1.57 0.90 3.39
6 C -1.31 0.28 2.14
7 O -0.79 1.03 1.21
8 C -1.65 -1.09 2.01
9 C -1.51 -1.86 0.81
10 N -1.12 -1.42 -0.35
11 C -0.91 -2.30 -1.45
12 C -1.48 -3.53 -1.63
13 C -1.16 -4.30 -2.77
14 C -0.31 -3.82 -3.73
15 C 0.25 -2.53 -3.59
16 C 1.06 -1.91 -4.58
17 C 1.49 -0.63 -4.40
18 C 1.14 0.05 -3.21
19 N 0.43 -0.51 -2.26
20 C -0.04 -1.79 -2.44
21 C -2.18 -1.79 3.12
22 H -2.28 0.69 5.39
23 H -1.35 1.95 3.48
24 H -1.73 -2.92 0.89
25 H -2.19 -3.92 -0.92
26 H -1.62 -5.27 -2.89
27 H -0.09 -4.40 -4.61
28 H 1.31 -2.46 -5.48
29 H 2.09 -0.12 -5.14
30 H 1.47 1.07 -3.03
31 H -2.42 -2.84 3.01
32 C 0.09 3.94 0.52
33 As 1.66 2.85 0.64
34 C 3.14 3.90 0.02
35 C 1.97 2.41 2.47
36 O 1.58 1.45 -0.29
37 H 0.20 4.80 1.17
38 H -0.76 3.33 0.82
39 H -0.04 4.27 -0.51
40 H 3.23 4.79 0.65
41 H 2.96 4.20 -1.01
42 H 4.05 3.31 0.07
43 H 2.21 3.32 3.03
44 H 2.80 1.71 2.53
45 H 1.07 1.95 2.87

---

Which of these has the highest maximum force?
C11H18

---

What did the fifth record say?
Molecular formula: C11H18
Method: DFT, ωB97M-V/def2-TZVPD

As for the maximum force: 0.153 hartree/bohr. The SMILES is CC(C)(C)C.c1ccccc1. The orbital gap comes out at 8.37 eV. The calculation puts the LUMO energy at 0.593 eV.

CARTESIAN COORDINATES (ANGSTROEM)
1 C -2.23 -0.88 1.25
2 C -1.93 0.05 0.22
3 C -0.56 -0.29 -0.42
4 C -2.07 1.48 0.66
5 C -2.75 -0.32 -1.16
6 H -2.19 -1.94 1.11
7 H -1.76 -0.73 2.20
8 H -3.11 -0.57 1.70
9 H -0.68 0.29 -1.43
10 H 0.40 0.19 0.30
11 H -0.18 -1.18 -0.73
12 H -2.26 2.19 -0.30
13 H -1.26 1.83 1.40
14 H -3.03 1.41 1.42
15 H -3.78 0.26 -1.29
16 H -1.98 -0.01 -2.12
17 H -2.73 -1.51 -1.04
18 C 2.03 -1.21 -0.40
19 C 3.24 -1.17 0.37
20 C 3.83 0.05 0.64
21 C 3.24 1.22 0.15
22 C 2.13 1.09 -0.57
23 C 1.48 -0.04 -0.91
24 H 1.66 -2.15 -0.62
25 H 3.56 -2.11 0.86
26 H 4.72 0.21 1.17
27 H 3.72 2.07 0.40
28 H 1.79 1.95 -1.09
29 H 0.70 -0.16 -1.76